Entry from the Open Molecules 2025 dataset: C11H32O11SV as an isolated structure in a non-equilibrium geometry (ωB97M-V/def2-TZVPD).

Results
HOMO-LUMO gap (eV): 5.64
Total charge: -1
Multiplicity: 1
Highest occupied orbital energy (eV): -3.399

Positions of all 56 atoms, in Å:
O: 0.0194 -1.7391 -0.4956
V: 0.5738 -0.8364 0.7084
O: 1.3087 0.3761 -0.0854
S: 1.1458 -0.2275 4.0979
O: 2.5058 -0.1653 4.5952
O: 0.2626 0.7772 4.7555
O: 1.0433 -0.1273 2.6397
O: 0.4240 -1.3559 4.7479
C: 3.6431 -1.2687 1.2810
O: 2.5334 -2.0345 0.8211
H: 3.3374 -0.2339 1.1407
H: 3.7460 -1.4741 2.3473
H: 4.5871 -1.4404 0.7623
H: 2.7829 -2.9586 0.8944
C: -1.7537 1.0950 1.6801
O: -1.4374 0.1103 0.7104
H: -0.8161 1.5634 1.9747
H: -2.4062 1.8757 1.2827
H: -2.2841 0.6793 2.5369
H: -2.2493 -0.4040 0.6746
C: 0.8180 -0.7937 -4.0478
C: -0.4883 -0.0804 -4.3928
C: -1.2381 0.7103 -3.3106
O: -0.1933 0.8163 -5.4704
H: 1.2827 -1.2764 -4.9065
H: 0.5645 -1.4687 -3.2299
H: 1.5768 -0.0877 -3.7065
H: -1.1928 -0.8436 -4.7373
H: -2.1483 1.2196 -3.6274
H: -0.5616 1.4604 -2.8959
H: -1.4792 0.0942 -2.4432
H: -0.9580 1.3242 -5.7513
C: -0.7636 3.5792 -0.5759
C: -0.7168 4.8679 -1.3974
C: -1.0889 4.7112 -2.8660
O: -1.5578 5.8622 -0.8061
H: -0.7406 3.7877 0.4938
H: 0.0262 2.8714 -0.8251
H: -1.7268 3.0806 -0.7033
H: 0.3138 5.2305 -1.4430
H: -0.1940 4.3972 -3.4075
H: -1.4143 5.5991 -3.4094
H: -1.8611 3.9508 -2.9929
H: -1.3629 6.6984 -1.2359
C: -0.1921 -4.5429 1.2601
C: -0.5674 -3.8310 2.5535
C: 0.3137 -4.1501 3.7295
O: -0.5791 -2.4380 2.3564
H: 0.7526 -4.1661 0.8621
H: -0.9052 -4.2405 0.4923
H: -0.0965 -5.6244 1.3436
H: -1.5875 -4.1178 2.8316
H: 0.5082 -5.2252 3.7028
H: -0.0463 -3.8444 4.7093
H: 1.2645 -3.6549 3.5248
H: -0.7271 -2.0865 3.2521

Cartesian forces (eV/Å) of the 2 atoms listed first:
0.24 -0.02 1.16
0.91 1.53 -1.50

Entry from the Open Molecules 2025 dataset: C11H33CrO6S5 as an isolated structure in a non-equilibrium geometry (ωB97M-V/def2-TZVPD).

Results
HOMO-LUMO gap (alpha / beta) (eV): 6.58 / 7.43
Total charge: +1
Multiplicity: 5
<S²>: 6.008
Highest occupied orbital energy (alpha / beta) (eV): -8.493 / -9.343

Positions of all 56 atoms, in Å:
Cr: 7.2297 -4.9033 12.5340
C: 7.4261 -7.6052 14.5678
O: 7.5273 -6.9140 13.3585
H: 7.9134 -8.5717 14.4392
H: 7.9530 -7.1222 15.3907
H: 6.3859 -7.7383 14.8653
C: 7.9407 -7.8687 9.3825
S: 8.6169 -6.2271 9.6271
O: 7.6367 -5.5350 10.5885
C: 10.0103 -6.7163 10.7192
H: 7.8415 -8.2791 10.3874
H: 8.7668 -8.3106 8.8253
H: 6.9611 -7.9540 8.9121
H: 10.5861 -5.9048 11.1641
H: 10.6959 -7.2709 10.0785
H: 9.6448 -7.2696 11.5843
C: 6.6504 -1.7932 16.2576
S: 6.9427 -3.5731 15.7206
O: 7.0441 -3.5374 14.1868
C: 8.6905 -3.8024 16.3889
H: 6.4950 -1.6889 17.3315
H: 5.7956 -1.3610 15.7375
H: 7.4989 -1.1765 15.9614
H: 9.0021 -4.8295 16.1989
H: 8.7178 -3.5821 17.4560
H: 9.4238 -3.1276 15.9473
C: 11.5164 -3.3880 11.7556
S: 10.1235 -3.0672 12.8392
O: 9.2094 -4.2748 12.9269
C: 9.2278 -1.8746 11.7860
H: 12.2458 -2.5787 11.7855
H: 11.0574 -3.5724 10.7843
H: 12.0552 -4.2881 12.0517
H: 8.3341 -1.4967 12.2825
H: 8.9948 -2.3630 10.8398
H: 9.7938 -0.9963 11.4755
C: 3.7679 -5.6986 15.0004
S: 4.0816 -4.4698 13.6343
O: 5.1565 -5.1509 12.7730
C: 2.4439 -4.7235 12.8136
H: 3.8797 -6.7559 14.7603
H: 2.7693 -5.5646 15.4163
H: 4.3846 -5.4768 15.8713
H: 2.3282 -5.7916 12.6294
H: 2.3705 -4.0260 11.9792
H: 1.6497 -4.4565 13.5108
C: 5.2462 -3.8382 9.1934
S: 5.6572 -2.6503 10.5061
O: 6.5460 -3.3002 11.4970
C: 6.6865 -1.5955 9.4433
H: 6.0863 -4.3672 8.7433
H: 4.7084 -3.4295 8.3379
H: 4.6124 -4.5793 9.6803
H: 6.9644 -0.6873 9.9782
H: 6.1712 -1.2650 8.5415
H: 7.5497 -2.1928 9.1498

Cartesian forces (eV/Å) of the 2 atoms listed first:
-0.18 -2.79 1.04
0.31 0.70 -1.24

Entry from the Open Molecules 2025 dataset: C11H34BN3P2SeSm as an isolated structure in a non-equilibrium geometry (ωB97M-V/def2-TZVPD).

Results
HOMO-LUMO gap (alpha / beta) (eV): 7.27 / 8.23
Total charge: +2
Multiplicity: 7
<S²>: 12.010
Highest occupied orbital energy (alpha / beta) (eV): -14.096 / -14.940

Positions of all 53 atoms, in Å:
Sm: -0.7728 -0.8318 0.6638
H: 1.5837 1.7122 -1.5134
H: 1.4620 0.7229 0.7013
P: -1.2133 2.0018 0.8607
P: 1.0975 -2.0386 -1.2362
C: 0.4416 -2.4678 -2.9012
H: 1.0722 -3.2583 -3.3373
H: -0.5888 -2.8396 -2.8037
H: 0.4380 -1.5726 -3.5355
C: 2.7860 -1.4705 -1.6486
H: 3.4400 -1.5742 -0.7675
H: 3.1896 -2.1030 -2.4570
H: 2.7779 -0.4241 -1.9779
C: 1.5195 -3.7547 -0.7055
H: 0.6442 -4.2504 -0.2686
H: 1.8688 -4.3190 -1.5838
H: 2.3066 -3.7241 0.0586
C: -0.5327 3.3815 -0.1075
H: -0.9503 4.3321 0.2570
H: 0.5633 3.3998 -0.0584
H: -0.8256 3.2289 -1.1562
C: -3.0139 2.2805 0.6825
H: -3.5663 1.5408 1.2760
H: -3.2448 3.2883 1.0525
H: -3.2969 2.1803 -0.3714
C: -1.0538 2.5879 2.5838
H: -0.0097 2.8295 2.8148
H: -1.6890 3.4753 2.7235
H: -1.3957 1.7925 3.2609
H: 2.5571 1.7612 1.3675
H: 3.0794 0.3490 0.6002
H: 3.5417 1.5377 -1.4387
H: 2.5633 3.1419 -0.5981
B: 2.5661 1.9451 -0.8318
N: 2.4182 1.1318 0.5710
H: 0.5740 1.7971 -3.2898
H: 0.2114 1.3210 -2.8085
C: -2.4581 -2.6757 0.2334
N: -2.7463 -1.9038 1.4480
C: -4.0322 -1.5298 1.7981
C: -3.9862 -1.1366 3.0889
N: -2.7154 -1.3998 3.5783
C: -2.3019 -1.1951 4.9716
C: -1.9546 -1.9518 2.5903
Se: -0.2296 -2.6793 2.5837
H: -1.3891 -2.9875 0.1611
H: -2.7350 -2.0865 -0.6608
H: -3.0334 -3.6087 0.2708
H: -4.8162 -1.6412 1.0761
H: -4.7640 -0.7069 3.6907
H: -2.6598 -0.2106 5.3199
H: -2.7321 -1.9638 5.6376
H: -1.2106 -1.2369 5.0093

Cartesian forces (eV/Å) of the 2 atoms listed first:
2.05 2.64 -2.08
0.25 -0.25 0.70

Entry from the Open Molecules 2025 dataset: C11H35O7Ti as an isolated structure in a non-equilibrium geometry (ωB97M-V/def2-TZVPD).

Results
HOMO-LUMO gap (alpha / beta) (eV): 6.09 / 9.34
Multiplicity: 4
<S²>: 3.751
Highest occupied orbital energy (alpha / beta) (eV): -6.045 / -9.503

Positions of all 54 atoms, in Å:
Ti: -1.8472 -0.7268 -2.0016
O: -0.8283 -0.6480 -0.0417
H: -0.3073 0.1631 0.0013
C: -0.7114 -0.3327 3.5374
O: 0.2756 -0.7944 2.6284
H: -0.2177 -0.1354 4.4919
H: -1.1759 0.5960 3.2005
H: -1.4708 -1.0997 3.7183
H: -0.0936 -0.7320 1.7337
C: -1.6881 3.4130 0.9958
C: -1.8433 2.4495 -0.1565
O: -2.6821 1.3469 0.2162
H: -1.0940 4.2970 0.7500
H: -1.1906 2.9268 1.8402
H: -2.6716 3.7313 1.3423
H: -0.8583 2.0996 -0.4969
H: -2.3217 2.9565 -0.9998
H: -2.1025 0.5571 0.3415
C: 0.9743 0.7642 -3.1712
C: -0.0518 1.8076 -3.5339
O: -1.3787 1.2647 -3.2724
H: 0.7894 -0.1847 -3.6701
H: 0.9455 0.5877 -2.0904
H: 1.9749 1.1466 -3.3634
H: 0.0092 2.0929 -4.5871
H: 0.0680 2.7025 -2.9183
H: -2.0496 1.8655 -3.6102
C: -3.4151 -4.4404 1.6298
C: -2.7160 -3.1026 1.6022
O: -1.6404 -3.1891 0.6810
H: -2.6807 -5.2287 1.8079
H: -3.8887 -4.6351 0.6653
H: -4.1674 -4.5176 2.4144
H: -2.3831 -2.8192 2.6145
H: -3.4121 -2.2997 1.3055
H: -1.2506 -2.3053 0.5967
C: 2.6772 1.7019 0.4984
C: 2.5549 3.1665 0.1173
O: 2.6647 3.2126 -1.3365
H: 2.5197 1.5118 1.5594
H: 3.6586 1.3060 0.2348
H: 1.9310 1.1670 -0.0906
H: 3.3400 3.7940 0.5476
H: 1.5740 3.5552 0.4149
H: 2.5725 4.1289 -1.6139
C: 3.4693 -3.0779 -0.7750
C: 2.3691 -2.2704 -0.1174
O: 1.3101 -2.1097 -1.0688
H: 2.9926 -3.7772 -1.4712
H: 4.0109 -3.6820 -0.0490
H: 4.1608 -2.4857 -1.3739
H: 2.7228 -1.2857 0.2069
H: 1.9871 -2.8153 0.7520
H: 0.5864 -1.6171 -0.6364

Cartesian forces (eV/Å) of the 2 atoms listed first:
0.56 0.59 0.62
-0.48 0.30 -0.89

Entry from the Open Molecules 2025 dataset: a 7-piece molecular cluster, C11H36N6O11 overall in a non-equilibrium geometry (ωB97M-V/def2-TZVPD).

Results
HOMO-LUMO gap (eV): 8.99
Multiplicity: 1
SMILES: NC(N)=O.NC(N)=O.NC(N)=O.OCCO.OCCO.OCCO.OCCO
Highest occupied orbital energy (eV): -9.081

Positions of all 64 atoms, in Å:
N: 3.8888 -1.5565 -1.0063
C: 4.6531 -1.8957 0.0446
N: 4.5331 -1.1001 1.0065
O: 5.3538 -2.8719 0.0228
H: 2.9964 -1.1273 -0.8077
H: 4.0074 -2.1227 -1.8342
H: 5.0641 -1.3728 1.8213
H: 3.8141 -0.3951 1.0846
N: 1.0718 -0.5118 3.6368
C: 1.9891 -1.3778 3.3291
N: 1.6286 -2.0526 2.2285
O: 2.9168 -1.6173 4.0568
H: 1.2794 0.0937 4.4181
H: 0.1644 -0.5447 3.1944
H: 0.7141 -1.7233 1.9539
H: 2.0243 -2.8985 1.8438
N: -2.1053 4.3614 1.8429
C: -2.9819 3.6424 1.2044
N: -3.0357 2.4955 1.7382
O: -3.5862 3.8905 0.1728
H: -1.7540 3.9174 2.6793
H: -2.2519 5.3568 1.7555
H: -2.4605 2.2139 2.5191
H: -3.6958 1.8942 1.2661
O: 0.8619 2.0207 -3.3199
C: 2.1814 2.0914 -3.7666
C: 3.2443 1.4927 -2.8623
O: 3.8414 2.4033 -1.9927
H: 0.5982 2.9165 -3.0971
H: 2.1433 1.4129 -4.6189
H: 2.3874 3.1374 -3.9933
H: 4.1524 1.2604 -3.4187
H: 2.7829 0.6861 -2.2927
H: 3.1590 2.5029 -1.3248
O: -1.3811 -0.0304 -2.7417
C: -1.5435 -0.9827 -3.7011
C: -0.3943 -1.9309 -4.0119
O: 0.5244 -1.2001 -4.8003
H: -0.7152 0.5810 -3.0646
H: -2.4546 -1.5725 -3.6002
H: -1.6763 -0.3230 -4.5586
H: -0.8557 -2.7581 -4.5513
H: 0.0731 -2.4118 -3.1527
H: 1.0785 -0.5483 -4.3646
O: -2.6455 -1.2951 2.9149
C: -3.7814 -1.1905 2.0645
C: -5.1234 -0.9186 2.8322
O: -5.4093 -1.9873 3.6862
H: -2.6001 -2.0075 3.5566
H: -3.5782 -0.4120 1.3291
H: -3.7058 -2.0654 1.4189
H: -5.9349 -0.6803 2.1446
H: -4.9136 -0.0841 3.5013
H: -6.3643 -1.9929 3.5886
O: 1.9319 0.1557 0.5468
C: 0.8105 0.1965 -0.2623
C: -0.4986 0.0880 0.5921
O: -0.6872 -1.0513 1.2912
H: 1.9256 -0.6348 1.0915
H: 0.8932 0.9236 -1.0702
H: 0.9134 -0.6556 -0.9342
H: -1.2751 0.0636 -0.1724
H: -0.6840 0.9833 1.1855
H: -1.5086 -0.8807 1.7579

Cartesian forces (eV/Å) of the 2 atoms listed first:
-1.36 0.31 -2.41
-0.32 -2.52 -3.69

Entry from the Open Molecules 2025 dataset: a 11-piece molecular cluster, C11H37N7O18 overall in a non-equilibrium geometry (ωB97M-V/def2-TZVPD).

Results
HOMO-LUMO gap (alpha / beta) (eV): 9.07 / 2.44
Total charge: +1
Multiplicity: 2
<S²>: 0.755
Highest occupied orbital energy (alpha / beta) (eV): -12.609 / -12.609

Positions of all 73 atoms, in Å:
C: 0.9578 3.7225 -2.4535
O: 2.0154 2.9611 -1.8787
H: 1.0733 4.7995 -2.5755
H: 0.6363 3.2921 -3.4019
H: 0.0475 3.7102 -1.8540
H: 2.8493 2.9993 -2.3527
C: 0.7937 -4.5866 -1.0413
O: 0.4426 -5.9012 -1.5210
H: 0.8322 -3.8162 -1.8114
H: 0.0844 -4.2689 -0.2770
H: 1.7144 -4.6217 -0.4590
H: 0.2350 -6.4351 -0.7506
C: 1.5648 -3.0987 2.1898
O: 1.8946 -3.7666 3.3718
H: 0.4890 -3.1436 2.0204
H: 1.8250 -2.0446 2.0928
H: 2.0883 -3.5757 1.3612
H: 1.8711 -4.6946 3.1275
C: 4.0163 0.5695 2.4409
O: 3.5103 0.9266 1.1748
H: 4.3607 -0.4630 2.3824
H: 4.8717 1.2421 2.5037
H: 3.2663 0.7823 3.2027
H: 2.6666 0.4768 1.0889
C: -4.6020 3.4950 -2.5107
N: -3.3228 4.0257 -1.8800
O: -3.2320 5.2663 -1.7082
O: -2.4051 3.2310 -1.6216
H: -4.4160 3.3582 -3.5760
H: -5.3707 4.2443 -2.3218
H: -4.7174 2.5769 -1.9346
C: 2.0734 3.8869 1.3435
N: 0.6850 3.7610 1.9434
O: -0.1571 3.2660 1.2137
O: 0.5527 4.2338 3.0881
H: 2.8198 3.6484 2.1013
H: 2.2920 4.9231 1.0855
H: 2.1464 3.1941 0.5052
C: 3.2826 -0.9523 -2.4868
N: 4.2656 0.0167 -3.0977
O: 5.0976 -0.3385 -3.9482
O: 4.0405 1.1551 -2.8424
H: 2.4455 -0.4103 -2.0469
H: 3.8855 -1.3711 -1.6811
H: 2.9237 -1.6651 -3.2293
C: -0.7922 0.4740 -0.8549
N: 0.1354 -0.5000 -0.2493
O: 0.3005 -1.5672 -0.7943
O: 0.7000 -0.1720 0.7783
H: -1.8002 0.0593 -0.8572
H: -0.5226 0.7934 -1.8616
H: -0.8818 1.4250 -0.3298
C: -4.3988 -0.7714 -2.8201
N: -4.5190 -1.9943 -1.9554
O: -5.5065 -2.1714 -1.2257
O: -3.5643 -2.7242 -1.8435
H: -3.4993 -0.2675 -2.4666
H: -5.2395 -0.1294 -2.5569
H: -4.3449 -0.9831 -3.8879
C: -2.3372 -3.9021 1.1100
N: -2.7587 -2.5488 1.6672
O: -3.3196 -2.4715 2.7213
O: -2.3046 -1.5919 1.0225
H: -1.7107 -3.8312 0.2209
H: -3.2411 -4.4836 0.9286
H: -1.7388 -4.4734 1.8197
C: -0.4266 0.9195 3.4803
N: 0.1233 1.1190 4.8973
O: -0.1853 2.0798 5.5860
O: 1.1185 0.4993 5.0816
H: -1.1420 1.6973 3.2135
H: -0.9310 -0.0458 3.4369
H: 0.3932 0.9512 2.7626

Cartesian forces (eV/Å) of the 2 atoms listed first:
-0.86 0.00 -0.21
-0.84 0.30 0.76

| no. | energy (hartree) |
| --- | --- |
| 1 | -2608.18063 |
| 2 | -3925.40380 |
| 3 | -4370.12175 |
| 4 | -1816.10491 |
| 5 | -1596.80450 |
| 6 | -2177.74040 |